(1)
69
Properties=species:S:1:pos:R:3:forces:R:3 method="wB97M-V/def2-TZVPD" smiles="CCCCCCCC[C@H](COCCCCCS(=O)(=O)Cl)OC.CCOC(C)=O" multiplicity=1 lumo_ev=0.2 gap_ev=9.431 homo_ev=-9.19
C 1.07665 -1.08458 4.30693 -0.1 0.1 -0.1
C -0.04860 -1.63020 3.43254 0.0 -0.2 -0.2
C -0.89722 -0.51708 2.78835 0.0 -0.1 0.1
C -0.72856 -0.40168 1.27297 0.0 0.3 -0.3
C -1.07802 0.99602 0.73381 0.0 0.0 0.1
C -1.74385 0.97807 -0.63981 0.1 0.1 0.0
C -0.90155 0.28059 -1.72627 -0.1 0.1 -0.1
C -0.49765 1.16128 -2.92508 -0.1 -0.2 -0.1
C 0.98942 1.06576 -3.24162 0.0 0.1 0.0
C 1.77647 2.00665 -2.34704 0.0 0.2 0.1
O 3.15056 2.05146 -2.69038 0.0 -0.3 0.0
C 4.02013 1.62769 -1.65799 0.1 0.1 0.1
C 3.79522 0.20366 -1.17091 0.1 -0.1 0.0
C 4.08436 -0.86514 -2.22031 0.1 0.1 0.1
C 4.19241 -2.25727 -1.61662 0.0 0.0 0.0
C 2.88852 -2.72073 -0.96067 0.0 -0.2 -0.2
S 2.63854 -2.57071 0.81548 0.3 -0.2 -0.3
O 1.83936 -1.41717 1.07939 1.2 -0.4 0.0
O 2.29094 -3.85487 1.32926 -0.2 0.1 0.1
Cl 4.48913 -2.16191 1.57789 0.1 0.0 0.2
O 1.21432 1.43515 -4.59086 -0.1 0.0 -0.1
C 2.09050 0.58996 -5.29807 0.2 0.0 0.0
H 0.67657 -0.61590 5.21044 0.1 -0.1 0.0
H 1.62680 -0.31294 3.76223 0.1 -0.1 0.0
H 1.78308 -1.86467 4.59468 0.0 0.0 0.1
H -0.68064 -2.31096 4.00860 0.0 0.1 0.1
H 0.40042 -2.23251 2.63666 -0.2 0.0 0.2
H -0.62495 0.44280 3.24493 0.0 0.0 0.0
H -1.95450 -0.68767 3.01088 0.0 0.2 0.0
H 0.30522 -0.65059 1.01346 -1.2 0.4 0.1
H -1.37413 -1.13242 0.77292 0.0 -0.1 0.1
H -1.74556 1.48947 1.44782 0.0 0.0 -0.1
H -0.16679 1.60705 0.68802 0.0 0.0 0.1
H -1.93677 2.00920 -0.95609 -0.1 0.0 0.0
H -2.71239 0.48244 -0.54953 0.1 0.0 0.0
H -1.46962 -0.56789 -2.11291 0.2 -0.1 0.1
H 0.00856 -0.12600 -1.26919 -0.1 0.0 0.0
H -0.77079 2.20801 -2.75633 0.0 0.0 0.0
H -1.02400 0.84604 -3.82854 0.0 0.1 0.1
H 1.30135 0.02374 -3.07904 0.1 0.1 -0.1
H 1.65433 1.73273 -1.29292 -0.2 0.1 -0.1
H 1.35105 3.00870 -2.48059 0.1 0.0 0.0
H 3.97292 2.32100 -0.80511 -0.1 0.0 -0.1
H 5.03048 1.70357 -2.07045 -0.1 0.0 0.0
H 2.77954 0.08377 -0.77953 0.1 0.0 0.0
H 4.47064 0.04815 -0.31939 -0.1 0.1 -0.1
H 3.31173 -0.87242 -2.99441 0.1 0.1 0.0
H 5.04223 -0.63383 -2.69713 -0.1 0.0 -0.1
H 4.43664 -2.97835 -2.39869 0.0 0.0 0.0
H 5.02190 -2.27830 -0.91082 0.0 -0.1 0.0
H 2.71400 -3.78286 -1.12553 0.0 0.0 0.0
H 2.04250 -2.15697 -1.36288 0.0 -0.1 0.0
H 2.22048 1.02296 -6.28886 0.0 -0.1 0.0
H 3.07362 0.52940 -4.81730 -0.1 0.0 0.0
H 1.67127 -0.41993 -5.39797 0.0 0.0 0.0
C -5.14622 1.07483 4.13032 0.0 -0.1 0.0
C -4.51946 1.59334 2.85392 0.0 0.0 0.1
O -4.15712 0.53412 1.96114 0.0 0.1 -0.1
C -5.01077 -0.00217 1.06302 0.1 -0.1 0.1
C -6.48180 0.32874 1.14060 0.0 0.1 -0.1
O -4.56616 -0.77703 0.26049 -0.1 0.0 0.0
H -6.09084 0.56595 3.93723 0.0 0.0 0.0
H -5.33740 1.90077 4.81609 0.0 0.0 0.0
H -4.47379 0.36771 4.61588 0.0 0.0 0.0
H -5.15760 2.31944 2.34904 0.0 0.0 0.0
H -3.57595 2.09328 3.07052 0.0 0.0 0.0
H -6.95622 -0.37614 1.82380 0.0 0.0 0.0
H -6.90691 0.18851 0.15088 0.0 -0.1 0.0
H -6.69597 1.33893 1.47861 0.0 0.0 0.1

(2)
68
Properties=species:S:1:pos:R:3:forces:R:3 method="wB97M-V/def2-TZVPD" multiplicity=3 lumo_ev="-11.4 / -11.6" gap_ev="3.770 / 3.591" total_charge=+3 homo_ev="-15.21 / -15.20"
V -1.07613 -0.13138 0.76163 -0.4 -1.8 -1.2
P -2.98062 1.19226 1.31105 -2.1 1.2 0.3
P -1.74650 -0.36987 -1.67461 -0.5 -0.5 -1.9
P 0.35270 1.00900 2.20997 2.5 1.8 1.7
H 6.33662 0.41682 -5.07058 0.3 -0.1 0.4
C 6.87511 0.16074 -4.14942 0.3 -0.6 0.1
C 7.09539 -1.11448 -3.79386 0.0 0.6 -0.3
H 6.76356 -1.94899 -4.42181 0.1 0.3 0.3
C -2.97861 2.92560 0.69693 0.3 -0.1 -0.2
C -4.59670 0.58359 0.69036 0.0 -0.2 -0.3
C -3.39466 1.37790 3.08963 0.4 -0.2 0.3
C -0.63317 -1.37452 -2.70993 0.1 0.3 0.5
C -3.25930 -1.39443 -1.71051 -0.5 -0.4 0.7
C -2.17337 1.07777 -2.69347 0.3 0.3 0.5
C 2.09786 0.46027 2.19346 0.0 -0.4 -0.4
C -0.00650 0.86361 4.01050 -0.5 -0.3 0.0
C 0.50015 2.82174 1.96164 -0.3 0.0 -0.3
H 7.26394 0.99587 -3.55113 -0.1 -0.4 -0.3
H 7.67456 -1.36598 -2.89732 -0.2 0.1 -0.4
H -3.93984 3.40028 0.96568 0.4 -0.3 -0.1
H -2.86238 2.93465 -0.39736 0.0 0.1 0.4
H -2.15304 3.49335 1.14779 -0.3 -0.1 -0.2
H -5.41317 1.18107 1.13102 0.4 -0.1 -0.1
H -4.73235 -0.46673 0.98814 -0.1 0.3 -0.1
H -4.65039 0.66351 -0.40710 -0.1 0.0 0.4
H -3.72510 2.41048 3.28459 0.1 -0.4 -0.1
H -2.53476 1.15054 3.73192 -0.4 0.2 -0.1
H -4.21134 0.68587 3.33537 0.2 0.2 0.0
H -1.16817 -1.75449 -3.58790 0.0 0.2 0.2
H -0.25189 -2.19294 -2.09724 0.0 0.0 -0.3
H 0.20637 -0.74374 -2.99829 0.1 -0.1 -0.2
H -3.86631 -1.12987 -2.58825 0.3 0.1 0.1
H -3.87884 -1.27324 -0.81900 0.1 -0.1 -0.3
H -2.98239 -2.45258 -1.78177 0.0 0.2 0.0
H -2.37994 0.74186 -3.72091 0.1 0.0 0.4
H -1.31773 1.76323 -2.69715 -0.2 0.0 -0.2
H -3.05179 1.59328 -2.28606 0.2 -0.1 -0.2
H 2.57550 0.71342 3.14974 -0.2 0.0 -0.3
H 2.63266 0.94201 1.37011 -0.1 -0.1 0.1
H 2.13034 -0.62227 2.04203 0.2 0.1 0.1
H 0.92196 1.01588 4.57614 -0.2 0.0 -0.2
H -0.38567 -0.14132 4.24149 0.2 0.2 0.1
H -0.74258 1.60817 4.33124 0.2 -0.1 0.0
H 1.38890 3.20522 2.48659 -0.3 -0.2 -0.1
H -0.39209 3.33918 2.33884 0.3 -0.1 0.0
H 0.60497 3.03080 0.88748 0.1 0.0 0.3
C 2.17487 -0.69253 -0.96388 2.4 1.7 -1.2
C 2.07091 0.63847 -1.52805 -0.3 -1.2 0.4
C 3.15537 1.21458 -2.16593 0.6 -0.3 0.2
C 4.38303 0.55240 -2.20894 -0.1 0.3 -0.2
C 4.52181 -0.71126 -1.62488 -0.1 0.8 -0.3
C 3.46612 -1.32881 -0.99305 -1.1 0.1 0.2
O 1.17383 -1.31234 -0.45633 -1.8 -0.1 1.2
H -0.46226 0.29036 -0.80150 0.1 -0.2 0.5
H 1.11944 1.16588 -1.45348 0.1 -0.1 0.0
H 3.02879 2.19593 -2.63016 0.1 -0.3 0.2
H 5.22448 1.01650 -2.72921 -0.4 -0.3 0.3
H 5.47713 -1.22060 -1.69046 -0.1 0.0 0.1
H 3.54237 -2.30594 -0.52954 0.1 0.1 -0.1
N -2.00951 -2.18905 2.76915 0.0 0.1 -0.2
C -2.24349 -3.49096 2.97591 0.2 0.3 -0.5
C -1.87263 -4.15800 1.82178 0.3 0.1 -0.7
C -1.39530 -3.19151 0.93023 -0.5 0.1 1.4
N -1.48264 -1.96847 1.51763 -0.1 0.2 0.0
H -2.20351 -1.43092 3.42008 0.1 -0.3 -0.3
H -2.65247 -3.85252 3.90563 0.0 0.0 0.0
H -1.93855 -5.20934 1.62650 0.0 -0.2 0.1
H -1.01306 -3.29302 -0.07116 0.1 -0.1 0.0

(3)
68
Properties=species:S:1:pos:R:3:forces:R:3 method="wB97M-V/def2-TZVPD" multiplicity=1 lumo_ev="-11.6 / -12.0" gap_ev="5.676 / 4.723" total_charge=+3 homo_ev="-17.24 / -16.69"
Tl 0.44326 0.90891 -1.73740 2.1 0.2 1.2
P 2.57761 -1.15284 -1.63019 0.0 -0.4 -0.6
P 1.63877 2.15091 0.50440 0.2 1.7 0.5
P -1.40767 -1.38349 -1.79642 -2.7 -2.8 -0.5
H -3.18675 4.62948 -0.34701 -0.8 -1.6 -0.2
C -3.68712 3.60288 -0.46615 1.4 0.5 1.5
C -3.64036 2.70136 0.55039 -2.0 0.0 -0.2
H -3.29800 2.96387 1.58141 0.1 -0.2 -1.2
C 3.44707 -0.97769 -3.21118 0.1 0.4 -0.7
C 3.97666 -1.06793 -0.48064 0.3 0.5 0.8
C 2.21295 -2.93994 -1.66602 -0.3 -0.1 0.1
C 0.30094 3.11098 1.32143 -0.4 -0.4 -0.3
C 2.70717 1.69352 1.92195 0.0 -1.0 -0.1
C 2.62260 3.45298 -0.36002 -0.1 -0.4 -0.5
C -3.09998 -0.86933 -1.33605 0.3 0.8 0.5
C -1.41061 -3.15713 -1.27713 0.7 0.0 0.7
C -1.59098 -1.58988 -3.66107 1.0 0.9 -0.2
H -4.18353 3.42437 -1.41327 -0.1 -0.1 0.1
H -4.34097 1.77894 0.52740 1.5 1.4 -0.2
H 4.30899 -1.66971 -3.27000 -0.4 0.4 0.0
H 3.80247 0.06070 -3.33945 0.1 -0.5 0.1
H 2.75642 -1.18502 -4.04796 0.3 0.0 0.3
H 4.90820 -1.36490 -0.98539 -0.3 0.0 0.1
H 3.84006 -1.72483 0.39234 0.0 0.2 -0.3
H 4.10379 -0.03499 -0.11371 0.1 -0.4 -0.2
H 3.08229 -3.50046 -2.02946 -0.1 0.2 0.1
H 1.36952 -3.13345 -2.33710 0.2 0.0 0.0
H 1.95648 -3.30006 -0.66581 0.0 0.0 -0.1
H 0.58794 4.16265 1.45454 0.0 -0.3 0.0
H 0.08667 2.65821 2.30176 0.0 0.2 -0.4
H -0.60894 3.04472 0.70160 0.2 0.2 0.3
H 3.32351 2.53137 2.27798 -0.3 -0.1 -0.3
H 3.36635 0.86949 1.60577 -0.1 0.4 0.3
H 2.07422 1.33688 2.74613 0.2 0.1 -0.2
H 2.57915 4.39955 0.20188 0.1 -0.4 -0.2
H 2.21383 3.58881 -1.38452 0.3 0.2 0.6
H 3.66500 3.10473 -0.45052 -0.3 0.2 0.0
H -3.84907 -1.19081 -2.07288 0.3 0.0 0.3
H -3.09588 0.23072 -1.25510 -0.4 -0.3 0.0
H -3.31957 -1.29562 -0.34388 -0.1 0.2 -0.4
H -1.94239 -3.83453 -1.96864 0.1 0.7 0.0
H -1.88812 -3.22997 -0.28945 0.2 0.0 -0.3
H -0.37223 -3.50647 -1.17794 -0.5 0.0 0.0
H -2.65032 -1.77421 -3.94481 0.6 0.2 0.6
H -0.96334 -2.42234 -4.03337 -0.2 0.5 0.4
H -1.24747 -0.65586 -4.14432 -0.3 -0.5 -0.1
C 0.07709 2.89591 -4.40336 0.2 -0.3 0.1
C -0.87392 3.47268 -3.51291 0.0 0.5 -0.2
C -1.77136 4.41953 -4.02038 -0.2 -0.8 2.7
C -1.78863 4.74851 -5.35100 1.4 -1.0 -1.3
C -0.93129 4.05659 -6.25310 0.0 -0.3 -0.8
C -0.04559 3.09525 -5.79213 -0.4 1.1 -0.5
Se 1.63751 1.98945 -3.92801 -1.2 -0.1 0.5
H -0.53846 -0.12358 -0.50160 0.0 -0.7 -0.9
H -0.83477 3.20804 -2.44065 -0.2 0.5 -0.6
H -2.49024 4.86877 -3.29889 0.6 -0.2 -0.8
H -2.44526 5.48603 -5.72158 -0.7 0.7 -0.3
H -0.97592 4.23180 -7.35183 -0.1 0.0 1.1
H 0.60193 2.53788 -6.46283 -0.1 0.2 -0.1
N 1.22348 -1.47949 2.07051 0.3 0.3 -1.1
C 0.73727 -2.13157 3.13284 -0.8 -0.4 0.2
C -0.64692 -2.11979 3.00878 0.4 0.6 -0.3
C -0.91370 -1.38550 1.84050 1.3 -0.5 0.4
N 0.23508 -1.03985 1.23885 -0.3 0.5 -0.1
H 2.20766 -1.33114 1.81591 -0.9 -0.2 0.3
H 1.37928 -2.58750 3.87667 -0.1 0.1 -0.1
H -1.38289 -2.50441 3.66980 -0.2 -0.3 0.5
H -1.87046 -1.08004 1.44866 0.0 0.0 -0.1